Record 1
Density functional theory data (ωB97M-V with the def2-TZVPD basis set) for one molecule with the formula C23H19N5O2S.

E_tot: -1710.312356 Eh
LUMO level: 0.06 eV
Energy relative to the best compared isomer or geometry (same formula, charge and spin): 0.0 kcal/mol
SMILES: O=C(NCc1ccccc1)[C@@H](c1cccnc1)N(C(=O)c1csnn1)c1ccccc1
Total charge: 0

```
50
C23H19N5O2S ωB97M-V with the def2-TZVPD basis set
O -1.36825 2.45485 1.15221
C -1.09854 1.42829 0.56403
N -1.50406 1.11895 -0.67286
C -2.49661 1.90732 -1.38064
C -3.84844 1.25948 -1.22185
C -4.64011 1.56605 -0.12228
C -5.84473 0.91487 0.07462
C -6.26644 -0.05029 -0.82406
C -5.48039 -0.36265 -1.91976
C -4.27424 0.28658 -2.11571
C -0.19751 0.35122 1.21473
C -0.92459 -0.95865 1.40609
C -0.22748 -2.14512 1.60652
C -0.93072 -3.32180 1.79232
C -2.31613 -3.26672 1.78220
N -2.98993 -2.14256 1.62098
C -2.31604 -1.02343 1.43907
N 1.04980 0.18563 0.46985
C 1.10311 -0.53708 -0.66650
O 0.14131 -1.06850 -1.19395
C 2.48540 -0.70287 -1.21512
C 3.36206 -1.70980 -0.89189
S 4.78086 -1.49122 -1.81436
N 4.14457 -0.14655 -2.53580
N 2.98682 0.13238 -2.14600
C 2.19684 0.87404 0.95504
C 2.75363 1.90476 0.20925
C 3.88098 2.55550 0.67770
C 4.44408 2.19147 1.88937
C 3.87590 1.17561 2.63976
C 2.75261 0.51468 2.17623
H -1.27566 0.20425 -1.04950
H -2.49046 2.90615 -0.93828
H -2.20921 1.96592 -2.43337
H -4.30328 2.31446 0.58068
H -6.45373 1.15848 0.93259
H -7.20564 -0.56018 -0.66917
H -5.80493 -1.11700 -2.62137
H -3.65809 0.03715 -2.96796
H 0.07894 0.74973 2.19942
H 0.85451 -2.15050 1.60948
H -0.41511 -4.25791 1.94165
H -2.91510 -4.15765 1.91480
H -2.92127 -0.13457 1.31945
H 3.24180 -2.51918 -0.20299
H 2.30680 2.18410 -0.73233
H 4.31618 3.35188 0.09410
H 5.32307 2.70202 2.25204
H 4.30925 0.89270 3.58719
H 2.30874 -0.28125 2.75687
```

Record 2
Density functional theory data (ωB97M-V with the def2-TZVPD basis set) for C7H12N3Sn as an isolated structure.

E_tot: -652.348936 Eh
LUMO level (spin up / spin down): 3.30 / 3.39 eV
Energy relative to the best compared isomer or geometry (same formula, charge and spin): 0.0 kcal/mol
Total charge: -1

```
23
C7H12N3Sn ωB97M-V with the def2-TZVPD basis set
C 1.79080 2.31875 -2.72529
Sn 0.73555 0.40489 -1.21526
N -1.52397 1.47765 -1.62842
H 2.21608 -0.03806 -0.50990
H 1.49608 1.17495 -2.89669
H 2.89105 2.35739 -2.76282
H 1.45534 2.78973 -1.78868
H 1.31951 2.84237 -3.56736
H -1.90843 1.65376 -0.69657
H -2.13932 0.82628 -2.12279
H -1.48420 2.35759 -2.15325
N -2.05694 -4.66086 1.64802
C -1.54271 -3.60643 1.65312
C -0.88747 -2.30570 1.67411
C -0.16638 -1.89547 2.81076
C 0.45799 -0.65799 2.81117
C 0.36702 0.14615 1.69217
N -0.34096 -0.24136 0.58470
C -0.95799 -1.46741 0.56892
H -0.11149 -2.56273 3.66948
H 1.02053 -0.29076 3.68472
H 0.87385 1.11422 1.61491
H -1.50394 -1.73696 -0.34507
```

Record 3
Density functional theory data (ωB97M-V with the def2-TZVPD basis set) for C12H23AlN2O2P2S as an isolated structure.

E_tot: -2053.826075 Eh
LUMO level (spin up / spin down): -8.59 / -10.77 eV
Energy relative to the best compared isomer or geometry (same formula, charge and spin): 58.2 kcal/mol
Total charge: +2

```
43
C12H23AlN2O2P2S ωB97M-V with the def2-TZVPD basis set
Al -0.01148 -0.09921 1.01805
P -2.37794 0.38215 0.80520
C -2.13518 0.78555 -0.89002
C -0.88089 1.26642 -1.34055
N 0.24262 1.05414 -0.54596
C 1.46731 1.39557 -1.00219
C 1.62636 2.11297 -2.17915
C 0.51527 2.38746 -2.97705
C -0.72556 1.94454 -2.57073
C 2.68744 1.03056 -0.16720
P 2.40365 -0.44460 0.88413
H -1.62213 2.10394 -3.16881
H 2.62258 2.45372 -2.45087
H 0.62938 2.93967 -3.90720
H 3.55508 0.82871 -0.81314
H 2.95293 1.85209 0.51755
H -2.09291 -1.22135 -2.43042
H -2.98362 0.87649 -1.56971
H -0.95235 -3.13084 -1.52104
O -1.84637 -2.15183 -2.60450
H -2.35538 -2.42982 -3.38361
H -0.24211 -1.63127 0.56842
O -0.56027 -3.70161 -0.80898
H 0.25266 -3.25525 -0.52730
C 2.84621 -1.78836 -0.26161
H 3.87970 -1.65478 -0.61434
H 2.74365 -2.75083 0.26342
H 2.15255 -1.77630 -1.11669
C 3.66362 -0.38062 2.17660
H 3.58858 -1.29151 2.78838
H 4.67437 -0.30587 1.74943
H 3.46627 0.49144 2.81637
C -3.08138 1.81483 1.67514
H -4.07481 2.04531 1.26631
H -3.15377 1.60226 2.75035
H -2.41760 2.67718 1.52453
C -3.49884 -1.04466 0.91335
H -3.70074 -1.25983 1.97434
H -4.43957 -0.81053 0.39503
H -3.00917 -1.91446 0.45041
S 0.04595 0.21279 5.55079
C 0.06697 0.35354 3.98116
N 0.07893 0.43220 2.78209
```

Record 4
Density functional theory data (ωB97M-V with the def2-TZVPD basis set) for C21H22F10N4O6S3Ta as an isolated structure.

E_tot: -3733.901705 Eh
LUMO level: -4.64 eV
Energy relative to the best compared isomer or geometry (same formula, charge and spin): 26.9 kcal/mol
Total charge: +1

```
67
C21H22F10N4O6S3Ta ωB97M-V with the def2-TZVPD basis set
Ta -0.07325 0.05384 -0.03777
C 0.53970 2.28232 3.56425
C 1.00903 0.82866 3.58315
N 0.14308 -0.14848 2.86972
C 0.63042 -1.49560 3.26650
C -0.04417 -2.69024 2.60978
C -1.23907 0.02363 3.31409
C -2.27905 -0.27921 2.24150
N -1.74572 -0.76348 0.96088
C -2.73293 -1.34733 0.16070
C -2.32876 -2.01258 -0.99171
F -0.99457 -1.95810 -1.26708
C -3.15446 -2.65725 -1.87475
F -2.62484 -3.27104 -2.92779
C -4.51775 -2.65266 -1.66664
C -4.97489 -1.96523 -0.56340
F -6.28244 -1.87874 -0.33998
C -4.12775 -1.32385 0.33097
F -4.73703 -0.63725 1.30571
H 1.40228 2.93751 3.68725
H 0.06059 2.53306 2.62324
H -0.14583 2.49801 4.38325
H 2.00689 0.74666 3.14948
H 1.09488 0.51466 4.63040
H 1.69921 -1.53583 3.06083
H 0.50509 -1.58343 4.35224
H 0.14129 -2.72630 1.53815
H 0.36757 -3.59694 3.05388
H -1.12149 -2.69952 2.78259
H -1.42949 -0.60511 4.18942
H -1.38447 1.05139 3.62825
H -2.96663 -1.01956 2.64042
H -2.85126 0.63088 2.04784
H -5.19767 -3.14803 -2.34517
F 2.05501 2.10881 -3.02584
C 1.19749 1.75444 -3.97834
F 1.82551 1.64196 -5.12616
F 0.23173 2.65757 -4.07097
S 0.44271 0.11801 -3.50673
O 0.19100 0.37417 -2.04600
O -0.75565 -0.06256 -4.24068
N 1.50800 -0.97125 -3.79170
S 2.79687 -1.30272 -2.90949
O 2.76080 -0.67767 -1.60864
O 3.99936 -1.24988 -3.65802
C 2.43728 -3.08198 -2.51627
F 1.44462 -3.09085 -1.59692
F 3.51163 -3.63895 -1.97550
F 2.04952 -3.78331 -3.56051
S 1.57811 1.87302 0.33651
C -1.41620 1.76525 -0.17002
C -1.75603 3.08482 0.05455
C -2.84722 3.58286 -0.64907
C -3.53342 2.76157 -1.53698
C -3.11372 1.45004 -1.70432
N -2.07352 0.99872 -1.01309
H -1.20331 3.70230 0.75112
H -3.15660 4.61033 -0.50902
H -4.37955 3.12856 -2.10080
H -3.60326 0.75620 -2.37819
C 4.03730 -1.08668 1.22527
C 2.80127 -0.34637 0.87559
O 2.93413 0.93287 0.76948
O 1.68752 -0.90814 0.76426
H 4.91073 -0.53992 0.88124
H 4.00654 -2.07981 0.78346
H 4.09839 -1.19099 2.31134
```

What are the molar mass values for these records? In order: 429.50; 256.91; 348.33; 893.56 Da.